{
  "formula": "C29H71Cl2NO17P4",
  "method": "ωB97M-V with the def2-TZVPD basis set",
  "smiles": "CCOP(=O)(OCC)OCC.CCOP(=O)(OCC)OCC.CCOP(=O)(OCC)OCC.CCOP(=O)(OCC)OCC.CN(C)C=O.ClCCCl",
  "homo_energy_ev": -9.211,
  "total_charge": 0,
  "e_lumo_ev": 0.3,
  "symbols": ["C", "C", "O", "P", "O", "O", "C", "C", "O", "C", "C", "H", "H", "H", "H", "H", "H", "H", "H", "H", "H", "H", "H", "H", "H", "H", "C", "C", "O", "P", "O", "O", "C", "C", "O", "C", "C", "H", "H", "H", "H", "H", "H", "H", "H", "H", "H", "H", "H", "H", "H", "H", "C", "C", "O", "P", "O", "O", "C", "C", "O", "C", "C", "H", "H", "H", "H", "H", "H", "H", "H", "H", "H", "H", "H", "H", "H", "H", "C", "C", "O", "P", "O", "O", "C", "C", "O", "C", "C", "H", "H", "H", "H", "H", "H", "H", "H", "H", "H", "H", "H", "H", "H", "H", "C", "N", "C", "C", "O", "H", "H", "H", "H", "H", "H", "H", "Cl", "C", "C", "Cl", "H", "H", "H", "H"],
  "coordinates": [[-11.701, 10.598, -2.958], [-11.553, 9.115, -2.966], [-12.186, 8.732, -1.784], [-13.311, 7.547, -1.696], [-14.129, 7.550, -0.467], [-14.216, 7.667, -3.050], [-14.589, 6.473, -3.711], [-15.423, 5.493, -2.883], [-12.432, 6.191, -1.854], [-11.890, 5.492, -0.745], [-12.834, 4.390, -0.485], [-12.679, 10.898, -3.334], [-11.506, 11.047, -1.984], [-10.991, 11.088, -3.624], [-11.996, 8.698, -3.870], [-10.501, 8.831, -2.926], [-15.282, 6.662, -4.531], [-13.701, 5.978, -4.104], [-16.092, 5.958, -2.159], [-15.992, 4.888, -3.590], [-14.775, 4.780, -2.374], [-10.858, 5.152, -0.833], [-11.787, 6.262, 0.019], [-12.925, 3.687, -1.313], [-12.381, 3.857, 0.351], [-13.811, 4.699, -0.113], [-6.413, 7.996, 1.274], [-5.286, 7.523, 0.349], [-5.638, 7.412, -1.030], [-4.377, 7.633, -2.155], [-3.940, 9.073, -2.147], [-3.305, 6.536, -1.610], [-1.916, 6.653, -1.932], [-1.232, 5.324, -2.390], [-4.896, 7.067, -3.580], [-4.075, 7.004, -4.696], [-3.893, 8.400, -5.307], [-7.097, 7.159, 1.413], [-6.040, 8.206, 2.277], [-6.967, 8.898, 1.015], [-4.436, 8.171, 0.561], [-4.877, 6.578, 0.705], [-1.739, 7.465, -2.638], [-1.543, 7.015, -0.974], [-1.475, 5.071, -3.422], [-0.148, 5.420, -2.461], [-1.479, 4.461, -1.772], [-3.099, 6.569, -4.479], [-4.556, 6.377, -5.446], [-3.528, 9.109, -4.564], [-3.177, 8.413, -6.129], [-4.845, 8.711, -5.736], [-10.476, 13.917, -1.911], [-9.820, 13.299, -0.687], [-8.623, 13.970, -0.257], [-8.619, 15.423, 0.500], [-9.326, 16.515, -0.247], [-7.111, 15.714, 0.834], [-6.237, 14.845, 1.509], [-4.911, 15.520, 1.821], [-9.306, 15.067, 1.963], [-9.863, 16.090, 2.819], [-8.974, 16.257, 4.082], [-9.680, 14.098, -2.633], [-11.241, 13.238, -2.290], [-10.874, 14.913, -1.719], [-10.611, 13.249, 0.062], [-9.668, 12.244, -0.916], [-6.735, 14.491, 2.411], [-6.013, 13.999, 0.860], [-4.142, 14.796, 2.091], [-4.373, 16.068, 1.048], [-5.124, 16.153, 2.683], [-10.112, 17.043, 2.352], [-10.773, 15.673, 3.251], [-7.951, 16.476, 3.775], [-9.440, 16.990, 4.741], [-8.903, 15.409, 4.762], [0.595, 15.036, -5.082], [-0.710, 15.720, -5.758], [-1.858, 15.267, -5.034], [-2.275, 16.121, -3.705], [-2.689, 17.521, -4.084], [-3.408, 15.256, -2.923], [-4.124, 14.262, -3.697], [-5.092, 13.779, -2.644], [-1.023, 15.973, -2.598], [-0.800, 16.962, -1.652], [-1.897, 17.282, -0.587], [0.404, 14.015, -4.750], [1.498, 15.026, -5.693], [0.864, 15.540, -4.154], [-0.576, 16.794, -5.884], [-0.870, 15.488, -6.811], [-4.618, 14.585, -4.614], [-3.418, 13.512, -4.054], [-6.078, 14.242, -2.687], [-5.492, 12.787, -2.855], [-4.692, 13.855, -1.633], [0.068, 16.657, -1.067], [-0.546, 17.911, -2.123], [-2.826, 17.471, -1.125], [-2.020, 16.323, -0.083], [-1.723, 18.102, 0.110], [-8.865, 6.639, -5.974], [-9.404, 6.286, -4.650], [-8.463, 6.007, -3.550], [-10.710, 6.049, -4.444], [-11.528, 6.087, -5.346], [-9.655, 6.687, -6.723], [-8.162, 5.895, -6.351], [-8.213, 7.512, -5.972], [-9.099, 5.689, -2.724], [-7.642, 5.321, -3.759], [-8.123, 6.953, -3.129], [-10.924, 5.900, -3.374], [-8.327, 9.841, -4.522], [-7.101, 9.686, -3.310], [-7.437, 10.286, -1.888], [-8.695, 9.176, -1.109], [-6.194, 10.102, -3.747], [-6.773, 8.647, -3.312], [-7.824, 11.296, -2.026], [-6.555, 10.518, -1.291]]
}


{
  "formula": "C29H32F6N3O8PS3Si2W",
  "method": "ωB97M-V with the def2-TZVPD basis set",
  "homo_energy_ev": [-10.815, -11.123],
  "multiplicity": 2,
  "total_charge": 1,
  "e_lumo_ev": [-4.3, -4.1],
  "de_lowest_kj_mol": 252.98,
  "symbols": ["W", "O", "C", "C", "C", "C", "N", "C", "C", "C", "C", "C", "C", "O", "C", "C", "N", "H", "H", "H", "H", "H", "H", "H", "H", "H", "H", "H", "H", "C", "Si", "C", "C", "C", "C", "C", "C", "C", "Si", "C", "C", "H", "H", "H", "H", "H", "H", "H", "H", "H", "H", "H", "H", "H", "H", "H", "H", "O", "S", "O", "O", "C", "C", "C", "C", "C", "C", "S", "O", "O", "O", "H", "H", "H", "H", "F", "P", "F", "F", "F", "F", "F", "S", "C", "N"],
  "coordinates": [[0.454, 0.187, 0.326], [5.169, -4.919, -1.451], [4.915, -3.837, -2.314], [3.895, -2.921, -1.714], [3.395, -1.858, -2.474], [2.422, -1.060, -1.941], [1.929, -1.177, -0.692], [2.457, -2.176, 0.082], [3.402, -3.067, -0.441], [1.988, -2.242, 1.446], [2.477, -3.170, 2.369], [2.080, -3.166, 3.686], [2.641, -4.136, 4.699], [3.981, -3.839, 5.027], [1.168, -2.177, 4.060], [0.675, -1.317, 3.116], [1.035, -1.322, 1.813], [5.788, -5.518, -1.878], [4.536, -4.183, -3.285], [5.828, -3.254, -2.503], [3.757, -1.685, -3.476], [2.013, -0.273, -2.555], [3.757, -3.898, 0.148], [3.188, -3.909, 2.028], [2.546, -5.163, 4.328], [2.084, -4.049, 5.630], [4.547, -4.011, 4.267], [0.851, -2.085, 5.089], [-0.060, -0.586, 3.412], [-0.599, -3.586, 0.224], [-1.240, -1.791, -0.148], [-2.684, -1.748, 1.167], [-2.532, -2.097, -1.600], [-3.130, -3.348, -1.746], [-4.161, -3.579, -2.643], [-4.622, -2.548, -3.445], [-4.038, -1.301, -3.336], [-3.014, -1.052, -2.417], [-2.136, 0.587, -2.608], [-0.600, 0.154, -3.611], [-3.073, 1.946, -3.508], [-1.406, -4.314, 0.217], [-0.158, -3.641, 1.218], [0.150, -3.932, -0.490], [-3.296, -2.649, 1.136], [-3.339, -0.897, 0.969], [-2.311, -1.629, 2.187], [-2.783, -4.171, -1.139], [-4.597, -4.566, -2.715], [-5.422, -2.720, -4.151], [-4.372, -0.499, -3.983], [-0.926, -0.208, -4.587], [-0.036, -0.656, -3.147], [0.060, 1.003, -3.777], [-2.893, 1.844, -4.578], [-2.719, 2.930, -3.220], [-4.152, 1.912, -3.365], [-1.651, 3.470, -1.412], [-1.481, 2.498, -0.398], [-0.202, 2.364, 0.286], [-1.716, 1.062, -0.954], [-2.658, 2.870, 0.857], [-3.799, 3.591, 0.536], [-4.570, 4.130, 1.552], [-4.187, 3.971, 2.879], [-3.078, 3.202, 3.200], [-2.306, 2.656, 2.190], [-1.078, 1.440, 2.626], [0.289, 1.867, 2.698], [-1.592, 0.826, 3.812], [-1.123, 0.460, 1.433], [-4.056, 3.732, -0.504], [-5.460, 4.693, 1.310], [-4.757, 4.444, 3.665], [-2.798, 3.009, 4.225], [0.792, 1.025, -1.368], [2.284, 2.821, -1.674], [2.166, 2.211, -3.134], [3.312, 3.915, -2.005], [2.165, 3.144, -0.146], [0.941, 3.585, -1.926], [3.227, 1.601, -1.310], [3.964, 1.451, 3.038], [2.947, 1.076, 1.918], [2.191, 0.759, 1.052]]
}


> What is the formula in the second record?

C29H32F6N3O8PS3Si2W